# 1
{
  "formula": "C16H24BiClN2O8P2",
  "method": "the ωB97M-V functional and the def2-TZVPD basis",
  "e_tot_ev": -73258.289,
  "gap_ev": 5.71,
  "charge": 2,
  "relative_energy_kj_mol": 83.7,
  "lumo_energy_ev": -8.662,
  "elements": ["C", "C", "H", "H", "H", "O", "Cl", "Bi", "P", "C", "C", "H", "H", "H", "H", "H", "H", "C", "H", "H", "H", "P", "C", "C", "H", "H", "H", "C", "H", "H", "H", "H", "H", "H", "C", "O", "O", "C", "O", "C", "C", "C", "C", "C", "C", "N", "O", "O", "N", "O", "O", "H", "H", "H"],
  "positions_angstrom": [[-0.296905, -5.284651, -2.646523], [-0.337781, -4.420530, -1.536451], [-0.730636, -6.263759, -2.447515], [0.748327, -5.367232, -2.939882], [-0.815044, -4.742168, -3.453967], [-0.419212, -4.238381, -0.350297], [0.987384, -2.826938, -2.928836], [-0.074279, -1.054612, -0.848583], [2.252602, -1.811699, 0.369503], [2.106660, -2.204091, 2.114649], [3.102536, -3.254608, -0.302210], [4.091824, -3.332992, 0.170157], [4.447878, -0.859329, 0.673695], [3.190624, -3.175144, -1.391628], [3.621518, -0.142977, -0.744861], [1.412104, -3.033973, 2.266574], [2.525404, -4.159036, -0.085640], [3.490917, -0.477615, 0.300661], [3.086738, -2.494804, 2.524586], [3.176253, 0.385211, 0.905272], [1.726793, -1.354933, 2.691154], [-2.404824, -0.745662, -2.215976], [-3.815947, -0.657263, -1.096937], [-2.343990, 0.890883, -3.028924], [-1.945550, -2.066984, -4.185482], [-3.698352, -1.627039, -3.988331], [-2.964670, -2.950167, -2.996167], [-2.783477, -1.974175, -3.477657], [-1.362539, 1.037795, -3.536225], [-3.159457, 0.919705, -3.772046], [-4.698062, -0.390835, -1.693603], [-3.637723, 0.098688, -0.324502], [-2.503561, 1.681069, -2.272911], [-3.976873, -1.629588, -0.614851], [-1.442854, -1.229415, 1.658212], [-2.072903, -1.146312, 2.608203], [-1.503685, 0.905544, 0.706174], [-0.547674, 1.628684, 0.348750], [0.230855, 1.326915, -0.669239], [-0.092832, 2.828720, 1.199208], [1.253760, 3.204111, 1.283998], [1.631451, 4.277930, 2.127780], [0.696335, 5.006877, 2.885652], [-0.635232, 4.635778, 2.784821], [-1.000271, 3.494759, 2.028098], [-1.647344, 5.442316, 3.412430], [-1.279384, 6.485523, 4.001528], [-2.854556, 5.079694, 3.368578], [3.042989, 4.554623, 2.260018], [3.802352, 3.739003, 1.660343], [3.451574, 5.512755, 2.947245], [2.020642, 2.663776, 0.730541], [0.975862, 5.920409, 3.403360], [-2.027771, 3.196142, 2.118053]],
  "atomic_forces_ev_per_a": [[-0.813, -0.470, -1.501], [1.009, 0.566, 6.978], [-0.228, -0.002, 0.297], [0.117, -0.049, -0.039], [0.154, -0.493, -0.046], [0.114, -0.116, -6.651], [-0.880, 0.919, 1.259], [-0.478, 1.825, 0.325], [1.754, -0.035, 0.721], [-0.003, -0.138, 0.790], [0.171, -0.282, -0.316], [-0.228, -0.074, -0.184], [-0.125, 0.137, -0.029], [0.205, 0.023, 0.319], [0.018, -0.115, 0.462], [0.072, -0.014, -0.032], [0.119, 0.074, 0.075], [0.006, 0.239, -0.378], [-0.279, 0.107, -0.112], [0.089, -0.266, -0.152], [0.106, -0.030, -0.101], [-0.629, 0.770, -0.294], [-0.362, -0.152, -0.022], [0.191, -0.062, -0.291], [-0.361, 0.087, 0.150], [0.335, -0.434, -0.032], [-0.070, 0.350, -0.240], [-0.269, -0.098, -0.246], [-0.759, 0.002, 0.306], [0.341, 0.169, 0.213], [0.023, -0.066, 0.284], [-0.031, -0.115, -0.221], [0.153, -0.382, -0.367], [-0.078, 0.201, -0.108], [-1.542, -0.425, 2.483], [1.686, -0.186, -2.522], [0.925, 0.748, -0.945], [0.780, 0.024, 0.659], [-0.475, -1.231, 0.671], [-0.184, -0.007, 0.355], [0.158, 0.549, 0.203], [-1.597, -0.845, 0.040], [0.396, 0.270, -1.026], [0.940, -1.702, -1.299], [-0.283, 0.930, 0.403], [-2.850, 2.142, 2.216], [-0.455, -2.445, -1.515], [3.080, 0.367, -0.302], [3.452, 0.132, 0.056], [-1.493, 1.920, 1.370], [-1.444, -2.222, -1.637], [-0.219, 0.356, 0.108], [0.094, -0.329, 0.172], [-0.356, -0.119, -0.306]]
}

---

# 2
{
  "formula": "C16H24Br24O3S",
  "method": "the ωB97M-V functional and the def2-TZVPD basis",
  "e_tot_ev": -1714975.905,
  "gap_ev": 9.60,
  "charge": 0,
  "lumo_energy_ev": -0.206,
  "elements": ["C", "C", "C", "C", "C", "C", "O", "C", "S", "O", "C", "O", "H", "H", "H", "H", "H", "H", "H", "H", "H", "H", "H", "H", "H", "H", "H", "H", "C", "Br", "Br", "Br", "H", "C", "Br", "Br", "Br", "H", "C", "Br", "Br", "Br", "H", "C", "Br", "Br", "Br", "H", "C", "Br", "Br", "Br", "H", "C", "Br", "Br", "Br", "H", "C", "Br", "Br", "Br", "H", "C", "Br", "Br", "Br", "H"],
  "positions_angstrom": [[1.756173, 1.766958, 1.757751], [2.344577, 0.991571, 0.569722], [1.668549, 1.341292, -0.762510], [2.412715, -0.531968, 0.853923], [3.622207, -1.164368, 0.159684], [1.175675, -1.314782, 0.448921], [-0.018112, -0.679392, 0.915492], [-1.063154, -1.500637, 1.283330], [-1.619917, -1.169166, 2.998789], [-2.100405, -1.344633, 0.325489], [-2.197709, -0.107037, -0.202783], [-2.383495, 0.072560, -1.382469], [1.487043, 2.788335, 1.476154], [0.876413, 1.273927, 2.176833], [2.503539, 1.834246, 2.557613], [3.393433, 1.309866, 0.475076], [1.513973, 2.425674, -0.822363], [0.688325, 0.875979, -0.886786], [2.292157, 1.063366, -1.618442], [2.541120, -0.655419, 1.939748], [3.685394, -2.242386, 0.333455], [4.537023, -0.714985, 0.562918], [3.602403, -0.956971, -0.913467], [1.241094, -2.330984, 0.859469], [1.126271, -1.419077, -0.644939], [-0.792626, -2.558118, 1.245634], [-2.188483, 0.013359, 2.738547], [-2.171344, 0.723033, 0.511343], [-3.209483, -4.559074, 4.128984], [-3.668840, -5.493631, 5.743681], [-1.372188, -4.852816, 3.644189], [-4.391197, -5.003239, 2.681457], [-3.316786, -3.500464, 4.319222], [-2.341826, 4.516657, 1.541413], [-0.810908, 4.396608, 0.391569], [-2.892400, 2.773496, 2.142433], [-2.038852, 5.696253, 3.026228], [-3.159807, 4.920976, 0.962685], [5.103350, -2.225781, -4.076617], [6.759609, -2.059468, -5.042884], [5.316401, -3.309573, -2.505462], [4.367438, -0.494529, -3.675879], [4.401832, -2.732065, -4.722874], [-0.286242, -4.575586, -2.115367], [1.564431, -4.465167, -2.638789], [-0.460751, -5.135810, -0.279350], [-1.221522, -2.932095, -2.419936], [-0.749642, -5.340072, -2.721803], [-2.985759, 2.960154, -3.592425], [-4.326289, 2.651690, -4.939148], [-1.214084, 2.791959, -4.312635], [-3.238129, 4.675868, -2.753301], [-3.092383, 2.199393, -2.830077], [-4.342508, 4.087359, 6.414944], [-2.989823, 2.817583, 5.915116], [-3.578540, 5.798272, 6.848234], [-5.694411, 4.241893, 5.055065], [-4.822613, 3.716130, 7.307850], [6.694247, 2.791056, -0.906072], [7.142164, 1.507385, -2.262667], [4.931154, 3.510683, -1.188833], [6.874119, 2.047735, 0.858224], [7.390736, 3.612177, -0.986771], [-4.565642, -2.520728, -4.845584], [-3.350385, -2.893640, -6.289085], [-4.972600, -4.110399, -3.839361], [-3.895225, -1.125990, -3.709120], [-5.489488, -2.173443, -5.283386]],
  "atomic_forces_ev_per_a": [[0.151, -0.086, 0.092], [0.096, -0.038, -0.053], [0.018, 0.156, -0.001], [0.093, 0.089, 0.149], [0.117, 0.282, 0.242], [0.193, -0.247, -0.319], [0.105, -0.031, 0.434], [0.022, 0.229, 0.013], [-0.038, -0.195, -0.068], [-0.082, -0.117, -0.304], [-0.325, 0.326, -0.919], [-0.015, -0.172, 0.909], [0.037, -0.105, 0.027], [-0.037, 0.083, -0.125], [-0.125, -0.039, -0.057], [-0.171, 0.030, 0.022], [0.073, -0.136, -0.024], [0.031, 0.034, 0.051], [-0.076, -0.087, 0.064], [-0.048, 0.046, -0.132], [-0.079, 0.041, -0.143], [-0.073, -0.085, -0.110], [-0.017, -0.187, 0.071], [-0.047, 0.103, 0.008], [-0.051, 0.081, 0.102], [-0.080, 0.032, 0.117], [0.061, 0.096, -0.034], [0.237, -0.076, 0.051], [-0.057, 0.064, -0.041], [0.006, 0.002, -0.012], [0.121, -0.036, -0.023], [0.008, 0.009, -0.005], [0.010, 0.021, -0.014], [0.068, 0.048, -0.024], [-0.003, 0.023, -0.037], [-0.140, 0.020, 0.039], [-0.020, -0.017, 0.009], [-0.002, -0.002, -0.026], [0.007, 0.065, -0.064], [0.009, -0.008, 0.002], [-0.022, 0.004, 0.038], [-0.102, -0.089, -0.057], [-0.010, -0.009, -0.020], [-0.019, 0.067, -0.035], [0.047, 0.031, 0.052], [-0.002, -0.052, 0.084], [0.096, -0.082, -0.066], [0.010, -0.016, -0.012], [-0.012, -0.038, -0.017], [0.025, 0.004, 0.037], [0.038, -0.026, 0.016], [-0.025, -0.001, 0.037], [-0.011, -0.017, 0.017], [0.009, 0.018, -0.061], [0.041, -0.019, 0.099], [0.004, 0.003, 0.002], [0.001, 0.006, -0.002], [-0.015, -0.009, 0.008], [-0.044, -0.025, -0.033], [0.090, 0.036, 0.044], [-0.027, 0.001, 0.000], [-0.015, -0.004, 0.011], [0.020, 0.004, 0.017], [0.023, 0.089, 0.009], [0.013, -0.015, -0.019], [-0.005, -0.020, 0.008], [-0.072, -0.034, 0.001], [-0.017, -0.023, -0.023]]
}

---

# 3
{
  "formula": "C16H24CaO14Pt",
  "method": "the ωB97M-V functional and the def2-TZVPD basis",
  "e_tot_ev": -67334.148,
  "spin_multiplicity": 3,
  "gap_ev": [6.76, 5.36],
  "charge": 0,
  "relative_energy_kj_mol": 0.0,
  "lumo_energy_ev": [-0.015, -1.410],
  "elements": ["Ca", "Pt", "C", "C", "O", "O", "H", "H", "H", "C", "C", "O", "O", "H", "H", "H", "C", "C", "O", "O", "H", "H", "H", "C", "C", "O", "O", "H", "H", "H", "C", "C", "C", "O", "C", "O", "O", "H", "H", "H", "H", "H", "H", "C", "C", "C", "O", "C", "O", "O", "H", "H", "H", "H", "H", "H"],
  "positions_angstrom": [[2.798882, -1.587368, 0.321800], [-0.850105, -2.017314, -0.573525], [2.812932, 0.109601, -3.784305], [3.821552, -0.931023, -3.273560], [4.513390, -1.524460, -4.103716], [3.912349, -1.069682, -2.010664], [3.233812, 1.094438, -3.574890], [1.852592, 0.011911, -3.275268], [2.693985, -0.070033, -4.850308], [0.603254, 1.996641, -1.443447], [0.298469, 0.572975, -1.095662], [-0.876786, 0.084325, -1.263073], [1.158778, -0.109827, -0.530657], [-0.014660, 2.397317, -2.248215], [1.639861, 2.179597, -1.700545], [0.254848, 2.537257, -0.555586], [-0.053641, -2.530505, 3.703575], [-0.065871, -2.299880, 2.227230], [0.928558, -1.906774, 1.604075], [-1.209361, -2.333965, 1.655782], [0.901247, -2.315854, 4.177196], [-0.303313, -3.568154, 3.947880], [-0.833174, -1.996697, 4.247168], [1.166428, -4.946175, -2.113142], [1.840256, -3.764401, -1.478444], [1.105565, -2.801913, -0.989220], [3.058503, -3.676192, -1.419454], [1.324909, -5.862328, -1.540267], [1.584015, -5.154878, -3.096223], [0.086152, -4.809799, -2.164591], [3.334440, 4.645745, 0.147187], [3.564494, 3.770247, 1.344156], [2.307730, 3.361529, 2.139395], [2.235958, 1.943876, 1.974763], [3.355513, 1.494998, 1.414836], [3.646819, 0.341483, 1.246837], [4.158140, 2.489055, 1.038010], [2.660441, 5.445767, 0.444838], [2.986551, 4.078470, -0.712694], [4.305348, 5.064314, -0.117395], [4.297943, 4.168372, 2.045599], [1.422205, 3.806023, 1.687786], [2.375387, 3.644732, 3.186871], [-7.245068, -0.417075, 1.706958], [-6.381439, -0.316661, 0.464908], [-5.819637, 1.099611, 0.219459], [-4.466666, 0.871661, -0.100168], [-4.135554, -0.408121, 0.185503], [-3.139270, -0.932915, -0.187743], [-5.176762, -1.048309, 0.756642], [-6.788583, 0.107906, 2.548477], [-7.336117, -1.454307, 2.026040], [-8.227188, 0.036171, 1.564326], [-6.889090, -0.745281, -0.399066], [-5.947005, 1.717141, 1.109145], [-6.482013, 1.528710, -0.534606]],
  "atomic_forces_ev_per_a": [[-0.340, 0.159, -2.749], [-0.240, 0.821, 0.610], [0.109, -0.487, 0.031], [0.421, -0.251, 0.347], [-0.144, 0.073, -0.207], [-0.534, 0.303, 1.282], [-0.108, 0.096, -0.160], [0.034, 0.023, 0.035], [-0.084, 0.355, -0.055], [-1.141, 0.536, -0.230], [0.317, -1.181, 0.559], [-0.009, -0.303, -0.362], [0.974, 0.623, 0.184], [-0.057, -0.313, -0.080], [0.154, -0.235, 0.340], [0.464, 0.232, 0.018], [-0.028, -0.862, 1.047], [-1.037, 1.493, -0.373], [1.317, -0.556, 0.789], [0.233, -0.559, -0.914], [0.092, 0.102, -0.264], [0.160, -0.084, -0.327], [-0.029, 0.387, -0.441], [-0.483, -0.412, -0.059], [0.151, -0.155, -0.405], [-0.453, 0.270, 0.443], [-0.210, -0.281, 0.867], [0.217, 0.190, 0.216], [-0.014, 0.243, -0.057], [0.044, 0.095, -0.209], [0.924, -0.164, 0.108], [0.243, -0.632, 1.304], [-0.033, 0.420, -0.799], [-0.043, -0.321, 0.387], [0.392, 0.611, -0.484], [-0.138, -0.155, 0.432], [-0.270, -0.228, -0.390], [-0.089, 0.071, -0.265], [-0.363, 0.024, 0.079], [-0.149, 0.228, -0.227], [-0.144, 0.614, -0.189], [-0.134, -0.122, 0.143], [-0.069, -0.289, 0.088], [-0.113, 0.169, 0.214], [0.246, 0.391, 1.643], [-1.794, -0.783, 0.480], [0.260, 0.418, -0.319], [-1.026, -0.377, -1.061], [0.618, -0.166, 0.500], [0.331, -0.140, -0.384], [0.188, 0.051, -0.141], [-0.251, -0.045, -0.223], [-0.056, -0.199, -0.139], [0.267, -0.056, -0.144], [0.448, -0.022, 0.106], [0.976, 0.379, -0.597]]
}